1.
2 unconnected molecules or ions with the total composition C24H30N3 at a distorted geometry, computed with ωB97M-V with the def2-TZVPD basis set.

Each line ends with the natural charge from an NBO analysis.
Cartesian coordinates (Å):
H: 1.9848 -4.1969 -2.8583  0.2218
C: 1.2079 3.4919 1.4370  -0.2417
C: 0.9994 -3.4933 1.4258  -0.0080
H: 1.5332 -5.8220 -2.3326  0.2278
C: 1.6250 -3.2366 2.7476  -0.6560
H: -1.6024 4.9082 -2.0439  0.2382
H: 3.2247 4.2100 1.7947  0.2396
C: -1.3180 2.4412 0.3184  -0.1788
H: 1.4330 3.8353 0.4137  0.2234
C: 1.1651 -4.2846 -0.8667  0.0028
H: -0.8638 0.3149 4.7354  0.2161
H: -2.5534 -3.1756 -1.3822  0.2261
H: 1.4534 0.6307 2.8424  0.2529
N: -1.1090 -2.7011 2.3041  -0.4374
H: 2.6875 -3.4869 2.6964  0.2131
H: -2.9744 1.5724 1.4031  0.2283
C: 1.9624 -4.8714 -1.9946  -0.6311
H: 2.2820 3.9006 3.2740  0.2245
H: 2.8077 -4.2618 0.5248  0.2131
H: -2.9311 -3.8892 2.2089  0.2341
H: -3.0933 -3.7696 0.1881  0.2180
H: -0.6429 -4.1767 -2.0268  0.2112
C: -2.3840 -3.0913 -0.3025  -0.6342
H: -3.6642 -2.2727 4.2986  0.2303
C: -3.2564 4.0949 -0.9035  -0.1664
C: -0.1854 -3.9896 -1.0517  -0.2138
C: 1.7502 -4.0296 0.3761  -0.2138
C: -0.9532 3.3532 -0.7105  -0.1579
C: -1.7226 -0.3443 4.9039  -0.3954
H: 3.7887 1.9677 1.5309  0.2236
H: 1.5055 -2.1786 3.0334  0.2502
H: 0.0860 3.3846 -1.0555  0.2207
C: 3.0249 2.0976 2.3020  -0.4197
C: -0.9655 -3.4548 -0.0210  -0.0226
H: 2.9906 -5.0520 -1.6759  0.2178
C: 2.5029 3.5380 2.2654  -0.4130
N: 0.8130 2.0855 1.4283  -0.2536
C: -2.6932 2.3167 0.6508  -0.1711
C: -3.6387 3.1496 0.0587  -0.1412
H: -0.5746 0.5849 1.2388  0.2500
H: 1.1781 -3.8472 3.5435  0.2275
C: -2.4027 -3.0849 2.6881  -0.0683
H: -2.6332 -2.0630 -0.0077  0.2138
H: -1.6702 -0.7249 5.9332  0.2150
H: 2.1165 0.4211 1.2153  0.2380
C: -1.9102 4.1828 -1.2895  -0.2080
N: -1.6978 -1.4057 3.9289  -0.4083
H: -2.6424 0.2507 4.8136  0.2038
H: -3.9995 4.7581 -1.3499  0.2386
C: -0.3627 -3.2315 1.2274  0.1758
H: 3.4600 1.8369 3.2679  0.2433
C: -2.7662 -2.2904 3.7089  -0.0970
H: -4.6864 3.0734 0.3546  0.2265
C: -0.6469 -1.6896 3.1275  0.0857
H: 0.4241 4.1578 1.8392  0.2461
C: 1.8416 1.1816 1.9667  -0.2430
C: -0.3446 1.6291 0.9998  0.2832

## Properties
HOMO level   -10.517 eV
HOMO-LUMO gap   6.3 eV
Multiplicity   1
Lowest unoccupied orbital energy   -0.1533 Ha
E_tot   -1096.52772 a.u.
Total charge   +1

2.
CN2O2S in the gas phase at a distorted geometry, computed with ωB97M-V with the def2-TZVPD basis set.

Each line ends with the natural charge from an NBO analysis.
Cartesian coordinates (Å):
S: -0.9063 0.5150 0.2298  0.4915
N: 0.4364 -1.5054 2.4883  -0.3687
O: -0.6894 1.1745 -1.9728  -0.3316
O: 1.0712 0.0416 -1.2746  -0.3111
N: 0.0070 0.6137 -1.1623  0.3561
C: 0.0812 -0.8394 1.6917  0.1637

## Properties
HOMO level   -11.942 eV
Structure (SMILES)   N#CS[N+](=O)[O-]
HOMO-LUMO gap   9.6 eV
Multiplicity   1
Lowest unoccupied orbital energy   -0.0857 Ha
E_tot   -696.06520 a.u.

3.
C18H16N2O5S in the gas phase at a distorted geometry, computed with ωB97M-V with the def2-TZVPD basis set.

Each line ends with the natural charge from an NBO analysis.
Cartesian coordinates (Å):
H: -5.1431 -1.2791 0.5637  0.2159
H: -3.3684 3.7219 -0.4055  0.1608
C: 0.5890 -0.5414 -3.2444  -0.2450
H: 1.0161 -0.2724 -4.1980  0.2236
C: -0.7959 -0.7465 -3.1253  0.0526
O: -2.6145 -1.8544 0.1938  -0.4678
C: 0.9152 1.4419 1.6681  -0.2554
C: -4.8274 -2.2466 0.9429  -0.6171
C: -0.4226 1.6851 1.9630  -0.2360
O: -2.5743 2.3755 0.9365  -0.4807
H: 2.4464 -0.5833 -2.1692  0.2426
H: -0.9988 -2.2176 2.3490  0.2221
C: 1.3735 -0.6993 -2.1330  -0.1616
N: -1.3786 -1.1212 -2.0212  -0.4020
H: 0.9811 2.2540 -1.6443  0.2288
C: -1.2285 2.1081 0.9346  0.2084
H: -3.5964 1.9840 -0.8104  0.1589
H: -3.2103 -1.4304 2.1270  0.1771
H: -0.8142 1.5373 2.9548  0.2289
H: -1.4478 -0.6128 -3.9786  0.1932
C: -2.8976 2.7272 -0.3916  0.2361
C: -0.5386 -1.8890 1.4317  -0.2954
H: 1.5870 1.0864 2.4315  0.2414
C: -3.3637 -2.1908 1.3495  -0.0644
H: -3.0385 -3.1653 1.7375  0.1752
C: 0.8277 -1.5932 1.4393  -0.1400
H: -4.9651 -2.9866 0.1598  0.2183
C: 0.5996 2.0964 -0.6489  -0.3172
C: -0.6337 -1.2922 -0.9192  0.1762
N: 2.7248 1.2028 0.1209  -0.8341
S: 3.0792 -0.4238 0.4857  2.3067
H: -5.4398 -2.5124 1.7996  0.2148
H: 1.3963 -1.6665 2.3525  0.2482
C: -0.7170 2.3305 -0.3448  0.3081
C: 1.4160 1.6149 0.3835  0.1360
C: 1.4666 -1.1775 0.3062  -0.3629
C: 0.7685 -1.0568 -0.9107  -0.0872
O: -1.7199 2.7515 -1.1717  -0.4876
O: 3.4742 -0.5195 1.8556  -0.9272
H: 3.0560 1.4352 -0.8041  0.4073
O: 4.0177 -0.8291 -0.5201  -0.9427
C: -1.2896 -1.7025 0.2879  0.3430

## Properties
HOMO level   -7.948 eV
Structure (SMILES)   CCOc1ccc(S(=O)(=O)Nc2ccc3c(c2)OCO3)c2cccnc12
HOMO-LUMO gap   7.7 eV
Multiplicity   1
Lowest unoccupied orbital energy   -0.0080 Ha
E_tot   -1579.39004 a.u.

4.
A molecular structure, C7H18AuBrI2OP2 at a distorted geometry, computed with ωB97M-V with the def2-TZVPD basis set.

Each line ends with the Löwdin spin population.
Cartesian coordinates (Å):
H: -2.6384 2.8867 2.1030  0.0000
Au: -0.2131 -0.2597 -0.1482  0.0030
H: 2.5731 -1.9609 -3.2039  0.0000
H: 0.8656 -1.4215 -3.3651  -0.0001
C: -1.3656 -1.3896 -1.0719  0.0334
H: 2.7651 1.6694 -1.4296  0.0000
H: -2.2854 2.7914 0.3529  0.0000
O: -2.0877 -2.0373 -1.6729  0.0679
H: -1.9994 0.8552 3.8825  0.0000
C: 3.2225 -1.2396 -0.3300  0.0000
H: -0.2618 0.8507 3.4282  0.0000
H: -3.3222 -1.0366 1.4170  -0.0001
H: -1.2027 -0.6642 3.3746  0.0000
H: -3.7340 0.2829 0.2787  -0.0001
H: 2.9068 -2.1917 0.1181  0.0000
C: 1.6265 -1.7940 -2.6640  -0.0004
C: 2.5405 0.8900 -2.1667  0.0000
C: -3.3609 0.0546 1.2882  -0.0004
Br: 1.2929 1.2839 1.0307  -0.0024
I: -3.9556 -2.6036 -3.7842  0.9768
C: -1.9105 2.5400 1.3547  0.0000
H: 4.1095 -1.4159 -0.9561  0.0000
H: -4.0414 0.4905 2.0380  0.0000
C: -1.2459 0.4210 3.2093  0.0000
H: 3.4557 0.6273 -2.7180  0.0000
H: -0.9520 3.0482 1.5097  0.0000
I: -2.9580 -4.8087 -1.5079  0.9231
H: 1.2789 -2.7428 -2.2293  -0.0001
H: 3.4697 -0.5363 0.4734  0.0000
P: 1.8481 -0.5721 -1.3247  -0.0003
H: 1.7984 1.2791 -2.8769  0.0000
P: -1.6753 0.7350 1.4655  -0.0004

## Properties
HOMO level (spin up / spin down)   -14.220 / -13.693 eV
HOMO-LUMO gap (spin up / spin down)   5.3 / 4.4 eV
<S²>   2.014
Multiplicity   3
Lowest unoccupied orbital energy (spin up / spin down)   -0.3285 / -0.3425 Ha
E_tot   -4339.92908 a.u.
Total charge   +2

5.
C3H6O3 in the gas phase at a distorted geometry, computed with ωB97M-V with the def2-TZVPD basis set.

Each line ends with the natural charge from an NBO analysis.
Cartesian coordinates (Å):
H: -0.8237 -1.9340 1.7834  0.5128
H: 0.3531 3.2486 -0.1302  0.4733
H: 1.0176 -0.0481 -1.2298  0.2584
C: 0.2126 1.2961 0.3530  -0.0734
O: -0.2701 -2.2398 -0.6567  -0.5718
O: -0.6035 -1.0309 1.2124  -0.7500
H: 0.9831 1.0158 1.1492  0.1814
H: -0.7110 1.5235 0.9184  0.1939
O: 0.8087 2.4384 -0.3514  -0.7358
C: -0.2390 -1.1524 -0.1331  0.8071
C: 0.0717 0.2255 -0.6533  -0.5565
H: -0.5715 0.6379 -1.5256  0.2606

## Properties
HOMO level   -10.459 eV
Structure (SMILES)   O=C(O)CCO
HOMO-LUMO gap   11.0 eV
Multiplicity   1
Lowest unoccupied orbital energy   0.0199 Ha
E_tot   -343.60528 a.u.

6.
2 unconnected molecules or ions with the total composition C5H15FNOPSi at a distorted geometry, computed with ωB97M-V with the def2-TZVPD basis set.

Each line ends with the natural charge from an NBO analysis.
Cartesian coordinates (Å):
C: -1.8850 0.8086 2.4358  -0.2813
H: 0.7119 -0.2148 -3.2772  0.2283
H: 3.2673 0.3923 0.0174  0.2546
C: -1.3802 1.1862 -1.7909  -0.4658
H: 1.3456 -2.4321 0.2250  0.2319
O: -1.7965 -0.5626 2.7131  -0.8254
H: -2.9784 0.9390 2.2487  0.1790
C: 2.3143 0.8259 0.3300  -1.0912
H: 2.0731 0.8591 1.3106  0.2307
H: -0.8233 1.3415 -2.7195  0.1881
Si: 0.9280 0.0882 -0.6568  1.7064
H: 2.4010 1.8900 -0.0681  0.2231
C: 1.5876 -0.2097 -2.4692  -1.1693
F: -1.4834 -2.8639 2.7104  -0.5919
P: -2.4070 -1.7987 1.8619  1.0994
H: -1.3474 1.3161 3.2823  0.2019
H: -0.2565 -1.8892 0.1965  0.2101
H: 2.2783 0.4320 -3.1289  0.2555
H: -1.9559 2.0080 -1.5169  0.2090
N: -0.6223 0.7526 -0.6563  -0.6875
H: 0.7439 -1.4222 1.5775  0.2405
H: -1.3020 1.0204 1.4632  0.2197
H: -2.0955 0.3652 -1.9475  0.2332
C: 0.7065 -1.5696 0.4859  -1.0470
H: 1.9759 -1.2623 -2.6269  0.2480

## Properties
HOMO level (spin up / spin down)   -9.426 / -7.173 eV
HOMO-LUMO gap (spin up / spin down)   9.4 / 5.8 eV
Multiplicity   1
Lowest unoccupied orbital energy (spin up / spin down)   0.0003 / -0.0490 Ha
E_tot   -1060.11797 a.u.

7.
A gas-phase ion, C3H5N4 (charge +1) at a distorted geometry, computed with ωB97M-V with the def2-TZVPD basis set.

Each line ends with the natural charge from an NBO analysis.
Cartesian coordinates (Å):
N: -1.7060 1.1459 -0.4095  -0.7007
C: 0.5885 0.2222 0.1159  0.0663
H: -1.6354 2.1438 -0.5272  0.4673
N: 1.4375 0.9545 0.8206  -0.2438
N: 2.9136 -0.6734 -0.5032  -0.6083
H: -2.6084 0.8416 -0.6559  0.4143
C: -0.8896 0.1528 -0.0241  0.5189
H: 3.8519 -0.6898 -0.2213  0.4020
N: -1.2534 -1.1087 0.3250  -0.6962
C: 2.0785 0.0314 0.0388  0.4784
H: -2.2823 -1.3028 0.3801  0.4429
H: -0.4949 -1.7174 0.6610  0.4588

## Properties
HOMO level   -13.844 eV
Structure (SMILES)   [H]/N=c1\nc1C(N)=[NH2+]
HOMO-LUMO gap   8.6 eV
Multiplicity   1
Lowest unoccupied orbital energy   -0.1920 Ha
E_tot   -335.97360 a.u.
Total charge   +1

8.
C5H9N in the gas phase at a distorted geometry, computed with ωB97M-V with the def2-TZVPD basis set.

Each line ends with the natural charge from an NBO analysis.
Cartesian coordinates (Å):
H: -0.5015 -1.2207 -0.5738  0.2733
H: -0.7458 2.2231 -0.2136  0.2275
C: -1.4015 -0.6535 -0.2937  -0.6670
H: 1.5583 -0.9334 -1.1756  0.2166
H: 1.2922 -1.8801 0.2828  0.2249
C: -0.1925 0.1429 0.2380  -0.1084
C: 1.2877 -0.8322 -0.0988  -0.6415
N: -0.1198 0.1794 2.8432  -0.3229
H: -1.9536 -0.2514 -1.1561  0.2234
C: -0.1906 0.2131 1.6891  0.2779
H: -0.1043 1.2819 -1.5703  0.2167
H: 2.1369 -0.3459 0.3850  0.2203
C: -0.0095 1.4592 -0.4920  -0.5952
H: 0.9944 1.8134 -0.2712  0.2188
H: -2.0504 -1.1958 0.4072  0.2355

## Properties
HOMO level   -10.381 eV
Structure (SMILES)   CC(C)(C)C#N
HOMO-LUMO gap   11.2 eV
Multiplicity   1
Lowest unoccupied orbital energy   0.0292 Ha
E_tot   -250.58191 a.u.

Q: Which molar mass values were calculated for the entries above? A: 360.5 104.1 372.4 710.8 90.1 183.2 97.1 83.1, in g mol⁻¹.
Q: Which relative energy (zero: lowest compared OMol25 entry of this formula, charge and spin) values were calculated for the entries above? A: 168.3 609.9 231.8 20.7 129.4 137.1 260.4 223.3, in kJ/mol.